(i)
# C7H12O2

The molecule C7H12O2 (ωB97M-V with the def2-TZVPD basis set, the OMol25 dataset).

- HOMO-LUMO gap (spin up / spin down): 0.3113 / 0.3114 Eh
- LUMO (spin up / spin down): -0.11 / -0.11 eV

The geometry in ORCA input format:
```
! RIJCOSX wB97M-V def2-TZVPD def2/J DEFGRID3
* xyz 0 1
H -0.307 2.079 -1.338
H -0.827 2.643 0.248
H -0.499 -1.977 1.115
C -0.350 0.558 0.163
H -2.972 -1.411 0.271
H 2.712 -0.067 0.135
C 2.067 -0.395 -0.682
C 0.392 -1.358 1.137
H 2.499 -1.305 -1.106
O -1.661 -0.803 -1.481
H 1.229 -1.809 1.664
C -0.126 1.982 -0.265
O -2.505 -0.662 0.664
H -2.354 0.920 -0.660
C 0.183 0.078 1.362
H -0.048 -1.115 -1.039
H 0.888 2.325 -0.050
C -1.845 -0.043 -0.469
H 0.794 0.673 2.042
H 2.084 0.368 -1.462
C 0.647 -0.681 -0.249
*
```

List of Mulliken charges in e, atom by atom: H 0.404; H 0.418; H 0.225; C 1.397; H 0.327; H 0.324; C -1.579; C -0.459; H 0.406; O -0.763; H 0.345; C -1.835; O -0.519; H 0.350; C -0.766; H 0.468; H 0.449; C 0.004; H 0.365; H 0.370; C 0.068

(ii)
# C7H12O2

The molecule C7H12O2 (ωB97M-V with the def2-TZVPD basis set, the OMol25 dataset).

- SMILES: C[C@]1([C@]2(C)C[C@H]2O)CO1
- HOMO-LUMO gap: 0.3947 Eh
- LUMO: 0.79 eV

The geometry in ORCA input format:
```
! RIJCOSX wB97M-V def2-TZVPD def2/J DEFGRID3
* xyz 0 1
C -1.877 1.053 -0.317
C 1.295 1.115 -0.553
C -1.004 -0.174 -0.198
H -1.490 1.860 0.254
H 1.662 -0.052 2.095
C 0.467 0.086 0.161
H 1.028 1.764 -1.391
H -1.961 1.355 -1.445
C -1.370 -1.388 -0.778
H 1.978 1.696 0.121
C 1.503 -0.321 -0.724
H -2.884 0.975 0.048
H 2.650 -1.467 0.502
H 1.019 -0.771 -1.609
H -0.626 -2.141 -0.955
C 0.608 0.026 1.710
O -1.731 -1.272 0.600
H -2.208 -1.373 -1.489
H 0.118 0.901 2.144
H 0.133 -0.857 2.178
O 2.689 -1.014 -0.352
*
```

List of Mulliken charges in e, atom by atom: C -1.578; C -0.933; C 1.123; H 0.367; H 0.419; C 0.593; H 0.252; H 0.252; C -0.833; H 0.276; C 0.181; H 0.477; H 0.326; H 0.379; H 0.357; C -1.581; O -0.524; H 0.304; H 0.332; H 0.378; O -0.568

(iii)
# C7H12O2

The molecule C7H12O2 (ωB97M-V with the def2-TZVPD basis set, the OMol25 dataset).

- SMILES: CC(=O)/C=C\C(C)(C)O
- HOMO-LUMO gap: 0.3716 Eh
- LUMO: 0.66 eV

The geometry in ORCA input format:
```
! RIJCOSX wB97M-V def2-TZVPD def2/J DEFGRID3
* xyz 0 1
C -0.109 -0.975 0.679
C -2.505 1.043 0.218
H 2.248 0.220 1.582
H -2.893 0.842 1.215
H 1.018 1.492 1.403
C 1.960 -0.948 -0.894
H -0.345 0.359 -1.682
H 0.474 -1.528 1.405
C 1.043 0.066 -0.215
O 0.437 0.887 -1.095
H -3.304 1.442 -0.418
H 1.385 -1.576 -1.573
H 2.710 -0.408 -1.474
C -1.930 -0.191 -0.421
H -1.719 1.790 0.287
H -2.035 -1.885 1.044
H 2.476 1.529 0.405
H 2.465 -1.578 -0.164
C -1.382 -1.229 0.480
C 1.741 0.874 0.873
O -1.738 -0.224 -1.655
*
```

List of Mulliken charges in e, atom by atom: C -0.754; C -1.079; H 0.342; H 0.361; H 0.329; C -1.534; H 0.421; H 0.383; C 1.463; O -0.682; H 0.345; H 0.350; H 0.385; C 0.889; H 0.271; H 0.424; H 0.421; H 0.358; C -0.477; C -1.552; O -0.665

(iv)
# C7H12O2

A cluster of 2 separate species, C7H12O2 in total (ωB97M-V with the def2-TZVPD basis set, the OMol25 dataset).

- SMILES: C=C=C(C)CC.O=CO
- HOMO-LUMO gap: 0.3662 Eh
- LUMO: 0.82 eV

The geometry in ORCA input format:
```
! RIJCOSX wB97M-V def2-TZVPD def2/J DEFGRID3
* xyz 0 1
C -0.537 0.651 2.188
C 2.329 0.524 0.083
C -0.853 1.695 -1.203
H -0.626 -2.985 -0.872
H 0.149 -0.939 2.965
H -0.237 2.579 -1.058
O -1.626 0.225 1.940
H -0.198 1.675 1.976
H 2.538 0.599 1.136
C -0.863 -0.845 -1.012
H 0.808 -2.137 -1.460
H -1.270 -0.880 -2.024
C -0.099 0.444 -0.843
O 0.432 -0.028 2.782
H -1.741 1.776 -0.580
H 0.391 -2.072 0.250
H -1.707 -0.821 -0.320
C -0.021 -2.088 -0.757
H -1.175 1.657 -2.242
C 1.116 0.485 -0.377
H 3.188 0.487 -0.571
*
```

List of Mulliken charges in e, atom by atom: C 0.160; C -0.957; C -1.638; H 0.388; H 0.315; H 0.369; O -0.519; H 0.414; H 0.239; C -0.198; H 0.322; H 0.415; C 0.674; O -0.400; H 0.312; H 0.240; H 0.287; C -1.296; H 0.418; C 0.180; H 0.275

Name the least stable of them. (i).

(i)
# C5H3F

A structure of composition C5H3F (ωB97M-V with the def2-TZVPD basis set, the OMol25 dataset).

- HOMO-LUMO gap: 0.3390 Eh
- LUMO: 0.13 eV

The geometry in ORCA input format:
```
! RIJCOSX wB97M-V def2-TZVPD def2/J DEFGRID3
* xyz 0 1
C -1.150 0.557 0.200
C -0.279 0.568 -1.014
C 1.936 -0.066 0.129
H -2.208 0.671 0.001
F 3.162 0.240 0.350
H -0.979 -1.640 -0.565
C -0.519 -0.714 -0.281
C 0.869 -0.634 0.055
H -0.832 1.017 1.126
*
```

List of Mulliken charges in e, atom by atom: C -0.413; C -0.306; C 0.525; H 0.256; F -0.221; H 0.385; C -0.079; C -0.350; H 0.203

(ii)
# C5H3F

The molecule C5H3F (ωB97M-V with the def2-TZVPD basis set, the OMol25 dataset).

- SMILES: C=C=C1C=C1F
- HOMO-LUMO gap: 0.3395 Eh
- LUMO: 0.85 eV

The geometry in ORCA input format:
```
! RIJCOSX wB97M-V def2-TZVPD def2/J DEFGRID3
* xyz 0 1
C -1.373 -1.325 -0.001
C 0.812 0.344 0.007
C -0.368 -0.170 -0.013
H 2.535 1.038 -0.929
C -1.810 -0.090 -0.003
H -1.498 -2.376 0.030
F -2.866 0.696 0.006
H 2.550 1.054 0.907
C 2.018 0.829 -0.005
*
```

List of Mulliken charges in e, atom by atom: C -0.432; C 0.174; C 0.590; H 0.241; C 0.175; H 0.322; F -0.231; H 0.240; C -1.079

(iii)
# C5H3F

A cluster of 2 separate species, C5H3F in total (ωB97M-V with the def2-TZVPD basis set, the OMol25 dataset).

- HOMO-LUMO gap: 0.2889 Eh
- LUMO: -1.96 eV

The geometry in ORCA input format:
```
! RIJCOSX wB97M-V def2-TZVPD def2/J DEFGRID3
* xyz 0 1
H 2.109 1.694 -0.942
C 1.487 0.854 -0.620
C -1.755 -0.835 -0.703
F -4.096 -0.403 0.020
C 0.394 0.184 -0.400
H 2.091 -1.129 0.548
H 1.168 0.182 1.664
C 1.418 -0.115 0.648
C -2.816 -0.432 -0.215
*
```

List of Mulliken charges in e, atom by atom: H 0.335; C -0.172; C -0.344; F -0.189; C 0.005; H 0.170; H 0.229; C -0.399; C 0.364

Name the least stable of them. (iii).

(i)
# C4H11N3O2

A cluster of 2 separate species, C4H11N3O2 in total (ωB97M-V with the def2-TZVPD basis set, the OMol25 dataset).

- HOMO-LUMO gap (spin up / spin down): 0.3262 / 0.1712 Eh
- LUMO (spin up / spin down): -3.97 / -8.19 eV

The geometry in ORCA input format:
```
! RIJCOSX wB97M-V def2-TZVPD def2/J DEFGRID3
* xyz 1 2
C 3.422 -0.078 1.428
H -4.032 -1.912 -2.110
O 3.883 -1.245 0.958
N -3.148 -0.114 -0.278
N -3.116 -1.781 -2.022
H -2.040 1.393 0.591
O 2.374 0.003 1.944
N -1.032 -1.027 -1.216
H -0.691 -1.933 -1.528
C -2.474 -0.939 -1.203
H -3.735 1.770 0.395
H 3.823 2.072 1.472
C 4.328 1.099 1.147
H -4.346 -0.155 -0.305
H -2.533 1.876 -1.048
H 4.147 1.502 0.110
H -0.619 -0.727 -0.235
H 5.392 1.021 1.142
C -2.858 1.300 -0.125
H 3.255 -2.125 0.880
*
```

List of Mulliken charges in e, atom by atom: C 0.679; H 0.238; O -0.508; N -0.208; N -0.376; H 0.315; O -0.524; N -0.420; H 0.303; C 0.618; H 0.353; H 0.319; C -0.927; H 0.401; H 0.298; H 0.261; H 0.291; H 0.341; C -0.816; H 0.361

(ii)
# C4H11N3O2

A cluster of 2 separate species, C4H11N3O2 in total (ωB97M-V with the def2-TZVPD basis set, the OMol25 dataset).

- HOMO-LUMO gap (spin up / spin down): 0.3157 / 0.1536 Eh
- LUMO (spin up / spin down): -4.38 / -8.77 eV

The geometry in ORCA input format:
```
! RIJCOSX wB97M-V def2-TZVPD def2/J DEFGRID3
* xyz 1 2
H 0.685 -0.861 2.736
H 0.853 1.797 -0.256
H 1.694 -0.879 -3.835
H -0.172 1.258 1.741
O -2.239 0.353 3.745
N -0.918 -0.698 -1.368
C -1.197 0.352 3.167
C 0.750 -0.390 -3.650
C -0.001 -0.504 3.537
O -0.947 1.219 2.174
H 0.578 0.142 4.182
H 1.821 0.797 -2.308
N 0.896 0.395 -2.456
H 0.471 0.309 -4.469
H -1.652 -0.481 -0.686
H -0.309 -1.386 4.227
N 0.260 0.962 -0.274
H -0.526 -1.628 -1.251
C 0.027 0.387 -1.400
H -0.077 -1.145 -3.556
*
```

List of Mulliken charges in e, atom by atom: H 0.281; H 0.232; H 0.347; H 0.340; O -0.502; N -0.517; C 0.646; C -0.770; C -0.859; O -0.425; H 0.300; H 0.316; N -0.072; H 0.314; H 0.285; H 0.281; N -0.298; H 0.266; C 0.480; H 0.353

Name the least stable of them. (i).

(i)
# C7H9FNPS

A cluster of 2 separate species, C7H9FNPS in total (ωB97M-V with the def2-TZVPD basis set, the OMol25 dataset).

- HOMO-LUMO gap (spin up / spin down): 0.2918 / 0.2655 Eh
- LUMO (spin up / spin down): -0.55 / 0.23 eV

The geometry in ORCA input format:
```
! RIJCOSX wB97M-V def2-TZVPD def2/J DEFGRID3
* xyz 0 1
N 1.990 2.861 -1.518
H 1.450 -2.773 2.115
H -1.326 2.833 0.857
C -1.141 -1.449 -0.363
H 1.873 3.552 -0.782
C -1.373 -2.586 0.423
H -2.561 2.533 -0.536
F -0.554 -4.144 2.014
S 1.910 1.480 -0.485
C -0.386 -2.978 1.292
C 0.019 -0.826 -0.317
C -1.631 2.897 -0.160
H -2.320 -3.062 0.559
H 1.964 -0.809 0.360
P 0.428 0.585 -1.414
H -1.056 3.412 -0.924
H 2.813 2.933 -2.139
C 0.781 -2.319 1.445
H -1.875 -0.886 -0.994
C 0.994 -1.253 0.570
*
```

List of Mulliken charges in e, atom by atom: N -0.471; H 0.445; H 0.335; C -0.181; H 0.279; C -0.739; H 0.323; F -0.312; S -0.092; C 0.583; C 0.424; C -0.991; H 0.387; H 0.309; P 0.055; H 0.319; H 0.249; C -0.934; H 0.249; C -0.238

(ii)
# C7H9FNPS

A cluster of 2 separate species, C7H9FNPS in total (ωB97M-V with the def2-TZVPD basis set, the OMol25 dataset).

- HOMO-LUMO gap (spin up / spin down): 0.2665 / 0.2689 Eh
- LUMO (spin up / spin down): -1.06 / -1.16 eV

The geometry in ORCA input format:
```
! RIJCOSX wB97M-V def2-TZVPD def2/J DEFGRID3
* xyz 0 1
H -4.901 -1.432 -1.091
H -2.863 2.235 -1.014
C 1.101 -0.141 0.625
H -4.811 0.286 -0.624
P -0.718 -0.144 1.140
H 3.472 -2.257 -0.547
N -2.455 1.963 -0.122
C 1.830 1.036 0.687
H 1.556 1.865 1.314
C -4.433 -0.708 -0.419
H 3.701 1.870 0.236
H -4.771 -0.772 0.604
C 3.003 -1.376 -0.199
H 1.114 -2.229 0.157
S -1.065 1.247 -0.267
C 3.167 0.999 0.327
H -3.327 -0.708 -0.358
C 1.659 -1.294 0.240
C 3.740 -0.207 -0.067
F 5.001 -0.231 -0.621
*
```

List of Mulliken charges in e, atom by atom: H 0.276; H 0.268; C 0.230; H 0.221; P 0.016; H 0.450; N -0.505; C -0.334; H 0.411; C -0.764; H 0.484; H 0.264; C -0.566; H 0.313; S 0.166; C -0.678; H -0.012; C -0.304; C 0.362; F -0.298

Name the least stable of them. (i).

(i)
# C4H4N2

The molecule C4H4N2 (ωB97M-V with the def2-TZVPD basis set, the OMol25 dataset).

- SMILES: c1cncnc1
- HOMO-LUMO gap: 0.3326 Eh
- LUMO: 0.18 eV

The geometry in ORCA input format:
```
! RIJCOSX wB97M-V def2-TZVPD def2/J DEFGRID3
* xyz 0 1
N -0.088 -0.072 -1.409
C -0.417 0.302 1.179
H -2.102 0.296 -1.574
C -1.252 0.276 -0.892
H 1.143 -1.091 1.540
H 0.645 0.812 1.510
C 0.610 -0.561 0.765
H 1.934 -0.331 -0.912
C 0.903 -0.395 -0.574
N -1.376 0.763 0.366
*
```

List of Mulliken charges in e, atom by atom: N -0.474; C 0.157; H 0.381; C 0.004; H 0.415; H 0.190; C -0.443; H 0.347; C -0.085; N -0.492

(ii)
# C4H4N2

The molecule C4H4N2 (ωB97M-V with the def2-TZVPD basis set, the OMol25 dataset).

- HOMO-LUMO gap (spin up / spin down): 0.2636 / 0.2664 Eh
- LUMO (spin up / spin down): -1.69 / -1.72 eV

The geometry in ORCA input format:
```
! RIJCOSX wB97M-V def2-TZVPD def2/J DEFGRID3
* xyz 0 1
H -0.943 -2.366 -0.197
C -0.502 -1.372 -0.089
C -0.630 1.029 0.041
C -1.401 -0.214 0.059
C 1.395 -0.060 0.019
N 0.813 1.075 -0.016
H -1.045 1.691 -0.742
H -0.963 1.642 0.900
N 0.791 -1.332 0.004
H 2.485 -0.094 0.020
*
```

List of Mulliken charges in e, atom by atom: H 0.395; C 0.101; C -0.241; C -0.483; C 0.060; N -0.436; H 0.352; H 0.324; N -0.451; H 0.380

(iii)
# C4H4N2

The molecule C4H4N2 (ωB97M-V with the def2-TZVPD basis set, the OMol25 dataset).

- SMILES: C1#CN=NCC1
- HOMO-LUMO gap (spin up / spin down): 0.3182 / 0.3181 Eh
- LUMO (spin up / spin down): -0.63 / -0.63 eV

The geometry in ORCA input format:
```
! RIJCOSX wB97M-V def2-TZVPD def2/J DEFGRID3
* xyz 0 1
H 1.122 1.101 0.970
H -0.318 -0.688 1.426
N -1.477 1.030 -0.935
C 0.661 0.597 0.008
C -1.399 -0.277 -1.166
H 0.970 -1.704 0.712
C 0.228 -0.908 0.526
N -0.444 1.473 -0.337
C -0.834 -1.133 -0.413
H 1.492 0.509 -0.792
*
```

List of Mulliken charges in e, atom by atom: H 0.287; H 0.230; N -0.219; C -0.462; C 0.153; H 0.362; C -0.342; N -0.223; C -0.097; H 0.311

Name the least stable of them. (iii).